Below is a molecular structure, C6H11ClN5, with properties calculated with the ωB97M-V functional and the def2-TZVPD basis.

charge = +1
E = -26359.548 eV
LUMO energy (spin up / spin down) = -0.144 / -0.177 Ha
orbital gap (spin up / spin down) = 5.80 / 7.57 eV
E_HOMO (spin up / spin down) = -9.7 / -12.4 eV
spin multiplicity = 3

XYZ file:
```
23
Properties=species:S:1:pos:R:3:forces:R:3
C -0.1323 0.0624 1.1028 0.4 0.4 1.0
C -1.0913 -0.0977 -0.0653 -0.2 2.0 0.3
C -2.3370 0.4830 -0.3349 -0.4 -2.3 0.0
C -0.0335 -0.5971 -0.7850 1.2 -1.3 1.6
C 2.0455 -1.4182 0.4260 1.4 -0.1 1.7
C 3.0982 -0.8841 -0.5999 -1.0 -0.4 0.4
N 0.6746 1.5608 0.9010 -4.2 -3.1 5.9
N 1.1393 1.6889 -0.1997 -0.2 1.9 -5.8
N 0.7341 -0.8595 0.3482 -1.4 0.8 -2.4
N -2.9072 1.4405 0.4035 2.9 -0.1 0.3
N -3.0721 -0.1856 -1.2739 2.3 1.5 0.6
Cl 3.3403 0.9073 -0.2750 2.4 -2.1 -0.6
H -0.5335 -0.2388 2.1496 1.4 1.1 -1.4
H 0.3652 -0.7104 -1.7818 -0.6 -0.2 -0.3
H 2.4084 -1.1041 1.4396 -0.1 -0.7 -0.7
H 1.9043 -2.5407 0.4013 0.7 1.1 -0.1
H 2.6431 -1.1351 -1.6125 1.3 0.8 0.9
H 4.0923 -1.3537 -0.3907 -1.1 0.2 -0.6
H 0.8095 2.1848 1.6666 0.1 0.2 0.7
H -2.2130 1.9284 1.0193 -1.6 -0.1 -0.9
H -3.8328 1.7499 0.2096 -0.5 0.4 0.3
H -3.2263 -1.1482 -1.2877 0.7 -1.8 0.2
H -3.8759 0.2672 -1.4608 -3.4 1.8 -1.2
```
Positions in Å, forces in eV/Å.

Below is 2 unconnected molecules or ions with the total composition C3H4F2NPS, with properties calculated with the ωB97M-V functional and the def2-TZVPD basis.

E = -30223.504 eV
LUMO energy = -0.019 Ha
orbital gap = 8.37 eV
E_HOMO = -8.9 eV
spin multiplicity = 1

XYZ file:
```
12
Properties=species:S:1:pos:R:3:forces:R:3
C -0.1661 -0.5703 -0.4926 -0.4 -3.3 -2.3
C -0.0212 1.2389 0.7363 1.2 -0.8 1.8
C 0.0566 0.2101 1.9320 0.7 -0.9 -4.8
N -0.1215 0.6465 -0.5382 0.2 1.1 -1.5
F 1.3066 -1.4111 -3.0824 -1.9 -1.4 0.9
F -0.9921 -1.0232 -3.5613 0.6 -1.5 1.3
P -0.1575 -2.0587 -2.5901 1.4 4.7 0.1
S -0.2283 -1.3802 1.0566 0.1 -0.5 0.5
H -0.8226 1.8238 0.9938 -2.2 1.7 -0.2
H 0.8406 1.8584 0.8331 0.7 0.6 -0.4
H 1.0530 0.2474 2.2102 1.4 -0.2 1.8
H -0.7475 0.4183 2.5027 -1.9 0.4 2.8
```
Positions in Å, forces in eV/Å.

Below is 2 unconnected molecules or ions with the total composition CH5OS, with properties calculated with the ωB97M-V functional and the def2-TZVPD basis.

E = -13998.807 eV
LUMO energy (spin up / spin down) = 0.034 / -0.082 Ha
orbital gap (spin up / spin down) = 10.64 / 7.06 eV
E_HOMO (spin up / spin down) = -9.7 / -9.3 eV
spin multiplicity = 2

XYZ file:
```
8
Properties=species:S:1:pos:R:3:forces:R:3
O 0.7660 -0.3624 2.7113 2.2 1.7 -0.3
H 1.6735 -0.0229 3.1004 -2.9 -0.9 -1.6
C -0.4824 1.0434 -1.6841 -0.5 -3.5 -2.3
S -0.2307 -0.4706 -0.6678 -0.2 1.2 -0.5
H -1.1110 0.8218 -2.6053 1.3 -0.2 0.7
H -1.1192 1.7154 -1.2924 -2.1 2.2 2.5
H 0.3883 1.5838 -1.9091 1.4 0.3 -0.4
H 0.6267 0.0700 1.8059 0.7 -0.8 1.9
```
Positions in Å, forces in eV/Å.

Below is a molecular structure, C13H24INO6V, with properties calculated with the ωB97M-V functional and the def2-TZVPD basis.

charge = -1
E = -61434.818 eV
LUMO energy = 0.094 Ha
orbital gap = 7.23 eV
E_HOMO = -4.7 eV
spin multiplicity = 1

XYZ file:
```
46
Properties=species:S:1:pos:R:3:forces:R:3
O -1.7300 -2.0620 -0.0498 -1.2 -1.0 -0.1
V -0.2245 -2.4681 0.1112 2.8 5.2 -0.5
O 0.1917 -3.9435 0.0012 -0.4 -2.8 -0.4
I 0.3837 -1.9042 2.9711 -0.2 -0.1 -1.2
C 0.0172 0.9573 0.0027 0.4 0.3 0.4
C 0.4416 0.9228 -1.4756 -1.1 0.9 -0.4
C 1.1832 2.2332 -1.8215 1.4 -1.2 -0.4
C 2.6432 2.2152 -1.3811 0.1 0.0 0.9
C 3.4489 1.0173 -1.8979 -1.3 -0.1 -0.5
C 2.7235 -0.3680 -1.5505 0.8 1.3 0.0
N 1.2650 -0.2623 -1.9237 -0.3 -0.2 0.1
O 0.5674 -1.5199 -1.7927 0.3 0.3 2.2
C 3.0800 -0.6948 -0.0653 -0.1 -0.7 -0.1
C 3.4634 -1.4480 -2.4461 -1.3 0.6 0.4
C -0.9286 1.0020 -2.2768 1.2 -1.3 -0.2
H -0.2791 1.9325 0.3891 0.0 0.7 -0.7
H 0.8646 0.7653 0.6608 -0.3 -0.8 0.2
H -0.9171 0.4241 0.1784 0.5 -0.9 0.2
H 0.7217 3.1150 -1.3770 -0.4 -0.2 -0.2
H 1.2505 2.2921 -2.9078 -0.5 0.3 -0.2
H 2.6405 2.2190 -0.2911 0.2 -0.2 0.3
H 3.0638 3.1923 -1.6188 0.4 -0.1 -0.4
H 4.4972 1.0469 -1.6009 -0.1 -0.3 0.8
H 3.5834 1.1027 -2.9762 -0.6 -0.1 -0.4
H 2.6487 -0.2557 0.8343 -0.7 0.6 -0.6
H 4.1356 -0.4673 0.0833 0.3 -0.5 -0.2
H 2.8734 -1.7572 0.0636 0.4 -0.2 0.2
H 4.5467 -1.3302 -2.4184 0.0 0.1 0.3
H 3.1373 -1.3157 -3.4777 -0.1 0.0 0.0
H 3.1899 -2.4584 -2.1421 0.0 0.0 0.0
H -1.5130 1.9058 -2.1041 0.2 0.0 0.5
H -1.4847 0.0932 -2.0467 -0.3 0.2 0.2
H -0.7534 0.9524 -3.3515 0.3 0.1 -0.1
C -3.0958 -0.0188 4.3609 -0.4 -1.3 1.3
C -3.8490 0.0309 3.0711 1.3 4.7 0.2
C -3.1389 -0.3630 1.8224 -0.1 -0.6 -0.8
O -4.0688 -1.3140 1.3149 0.3 -1.7 -1.0
C -5.1689 -1.3767 2.0537 -1.5 -2.1 -2.4
O -6.1470 -2.0506 1.8056 1.0 0.5 0.2
O -5.0897 -0.5408 3.0239 -1.6 -0.4 3.0
H -2.8329 -1.0340 4.6580 0.0 -0.2 -0.1
H -3.7879 0.3490 5.1185 0.2 0.1 0.3
H -2.1545 0.5265 4.4296 -0.2 0.3 -0.6
H -4.1604 1.0725 2.9923 0.6 0.6 -0.1
H -2.1516 -0.7685 2.0435 -0.2 -0.3 -0.3
H -3.0866 0.3539 1.0029 0.3 0.5 0.5
```
Positions in Å, forces in eV/Å.